A cluster of 2 separate species, C2H3Cl2NO2 in total at a distorted geometry, computed with ωB97M-V with the def2-TZVPD basis set.

Geometry as XYZ:
```
10
Properties=species:S:1:pos:R:3:nbo_charge:R:1
C -0.09311 1.05356 -0.69828 -0.716
C 0.66752 -0.20234 -0.96292 -0.087
N -0.56487 -1.45541 2.19518 0.506
O -1.23722 -0.55583 2.67738 -0.282
O 0.05049 -1.49334 1.14343 -0.261
Cl 0.10377 -1.45021 -1.93343 0.089
Cl 2.28127 -0.30403 -0.34958 0.034
H -0.76965 1.13790 -1.48933 0.233
H -0.79702 1.18455 0.19255 0.239
H 0.35881 2.08517 -0.77499 0.244
```

HOMO energy (spin up / spin down)   -10.90 / -7.78 eV
Spin multiplicity   1
Energy relative to the best compared isomer or geometry (same formula, charge and spin)   140.35 kcal per mole
Energy   -32746.941 eV
Kohn-Sham gap (spin up / spin down)   10.77 / 5.55 eV
Max |F|   0.0490 hartree/bohr
Lowest unoccupied orbital energy (spin up / spin down)   -0.0049 / -0.0820 Ha

The molecule C21H25ClFN3O5S at a distorted geometry, computed with ωB97M-V with the def2-TZVPD basis set.

Geometry as XYZ:
```
57
Properties=species:S:1:pos:R:3:nbo_charge:R:1
C -3.84242 0.77646 3.07717 -0.251
O -2.88147 1.20878 2.14215 -0.508
C -1.64494 0.63836 2.16371 0.289
C -1.21987 -0.30564 3.08580 -0.317
C 0.07514 -0.80258 3.02839 -0.132
C 0.93830 -0.34590 2.05749 -0.355
S 2.62594 -0.93356 2.02692 2.316
O 3.50548 0.19819 2.07349 -0.934
O 2.76476 -1.94660 3.03725 -0.949
N 2.70236 -1.65156 0.49937 -0.685
C 2.92123 -3.08616 0.50835 -0.255
C 4.40719 -3.40494 0.69354 -0.090
O 5.18722 -2.76979 -0.29524 -0.525
C 5.02272 -1.36779 -0.25054 -0.092
C 3.55800 -0.97627 -0.46127 -0.255
C 0.53617 0.58543 1.11785 -0.228
C -0.76047 1.07309 1.14878 0.187
N -1.26598 1.96482 0.21017 -0.648
C -0.67309 2.42213 -0.92455 0.694
O 0.49158 2.27423 -1.21837 -0.609
C -1.66265 3.20131 -1.78841 -0.331
N -2.96423 2.54888 -1.80402 -0.443
C -4.04775 3.47490 -2.06609 -0.404
C -2.99550 1.43706 -2.75332 -0.248
C -1.97537 0.38937 -2.40452 -0.181
C -0.78671 0.26707 -3.11655 0.495
F -0.58731 1.07033 -4.17813 -0.331
C 0.19891 -0.64298 -2.78466 -0.293
C -0.00054 -1.47480 -1.69893 -0.164
C -1.17896 -1.40847 -0.97749 -0.255
C -2.15027 -0.48970 -1.33786 0.006
Cl -3.61038 -0.43063 -0.42795 0.016
H -4.05102 -0.29180 2.96942 0.183
H -4.74400 1.34345 2.85144 0.204
H -3.52757 0.98868 4.10298 0.183
H -1.88419 -0.65790 3.85812 0.226
H 0.42574 -1.53209 3.73984 0.235
H 2.34065 -3.50627 1.32783 0.236
H 2.56944 -3.49184 -0.44607 0.197
H 4.59452 -4.47503 0.58862 0.196
H 4.71329 -3.07006 1.69516 0.181
H 5.65323 -0.96272 -1.04359 0.197
H 5.35260 -0.97747 0.72273 0.183
H 3.43510 0.09640 -0.32791 0.238
H 3.22910 -1.26415 -1.46439 0.199
H 1.22137 0.93091 0.36449 0.267
H -2.26438 2.13591 0.28288 0.442
H -1.76853 4.19332 -1.34043 0.227
H -1.22809 3.32786 -2.79090 0.209
H -4.03565 4.26053 -1.31230 0.202
H -3.98451 3.93836 -3.06101 0.170
H -4.99427 2.94104 -1.99149 0.204
H -3.99483 0.99531 -2.70661 0.222
H -2.81759 1.78867 -3.78266 0.196
H 1.10402 -0.67417 -3.36854 0.231
H 0.76195 -2.17544 -1.40326 0.222
H -1.34280 -2.05903 -0.13339 0.234
```

HOMO energy   -8.41 eV
Spin multiplicity   1
Energy relative to the best compared isomer or geometry (same formula, charge and spin)   0.00 kcal per mole
SMILES string   COc1ccc(S(=O)(=O)N2CCOCC2)cc1NC(=O)CN(C)Cc1c(F)cccc1Cl
Energy   -62965.294 eV
Kohn-Sham gap   8.89 eV
Max |F|   0.0197 hartree/bohr
Lowest unoccupied orbital energy   0.0175 Ha

The molecule C7H9NO2S at a distorted geometry, computed with ωB97M-V with the def2-TZVPD basis set.

Geometry as XYZ:
```
20
Properties=species:S:1:pos:R:3:nbo_charge:R:1
C 0.15275 -0.56394 -3.17326 -0.262
C -0.41817 -0.74634 -2.12970 0.154
N -0.80177 -1.07253 -0.95086 -0.652
C -0.79739 -2.27518 -0.28676 0.163
C -0.78995 -3.24412 0.41165 -0.238
S -1.44427 0.37226 0.22463 2.221
O -2.09652 -0.22814 1.32762 -0.880
O -2.06771 1.44586 -0.49792 -0.877
C 0.06019 1.13005 0.88090 -0.451
C 0.74731 1.98815 -0.10252 -0.627
C 0.97404 0.07407 1.61031 -0.620
H 0.83482 -0.31749 -3.93685 0.238
H -0.51516 -4.06053 0.95987 0.230
H -0.24441 1.79125 1.61048 0.244
H 0.15965 2.61475 -0.68222 0.239
H 1.52845 2.56460 0.21928 0.225
H 1.24171 1.43536 -0.76936 0.214
H 1.82472 0.39173 2.11344 0.225
H 1.25275 -0.71861 0.77293 0.216
H 0.39895 -0.58123 2.39834 0.239
```

HOMO energy   -8.82 eV
Spin multiplicity   1
Energy relative to the best compared isomer or geometry (same formula, charge and spin)   154.34 kcal per mole
SMILES string   C#CN(C#C)S(=O)(=O)C(C)C
Energy   -23818.272 eV
Kohn-Sham gap   8.68 eV
Max |F|   0.1135 hartree/bohr
Lowest unoccupied orbital energy   -0.0052 Ha

A structure of composition C14H23Br15N3O4P2 at a distorted geometry, computed with ωB97M-V with the def2-TZVPD basis set.

Geometry as XYZ:
```
61
Properties=species:S:1:pos:R:3:nbo_charge:R:1
C -4.29880 -0.75808 2.21295 -0.192
C -4.29420 -0.15779 1.17524 -0.036
C -4.24177 0.41060 -0.17236 -0.495
C -2.99242 -0.00503 -0.94224 -0.009
C -2.79843 -1.52162 -0.95237 -0.451
C -1.39525 -1.96451 -0.56968 -0.361
P -1.28424 -3.80401 -1.07885 1.117
C -0.83255 -4.56148 0.52578 -0.989
O 0.06706 -3.97459 -1.98962 -0.953
N -0.37614 -1.14945 -1.24554 -0.583
C -0.68445 0.17606 -1.31715 0.743
N -0.03364 0.98164 -2.18561 -0.834
N -1.68159 0.63478 -0.50324 -0.375
C -1.73840 2.10535 -0.42761 -0.676
P -2.09608 2.68025 1.27937 2.351
O -2.02899 1.59865 2.25676 -1.074
O -0.98771 3.80038 1.56277 -1.006
O -3.46306 3.48922 1.25459 -0.963
H -4.29505 -1.39676 3.06271 0.236
H -5.07773 -0.02054 -0.72979 0.263
H -4.41477 1.48685 -0.16288 0.248
H -3.12547 0.32939 -1.97588 0.193
H -3.05085 -1.88787 -1.94831 0.241
H -3.47193 -2.02897 -0.26349 0.265
H -1.24887 -1.94389 0.51555 0.217
H 0.22925 -4.42402 0.72192 0.232
H -1.42769 -4.05589 1.28894 0.237
H -1.08852 -5.61649 0.48678 0.259
H 0.87682 -3.64976 -1.57698 0.476
H 0.55366 -1.27355 -0.85236 0.417
H 0.97176 1.06790 -2.17079 0.439
H -0.55179 1.45173 -2.90876 0.433
H -2.49806 2.48800 -1.11601 0.227
H -0.79663 2.56420 -0.69808 0.293
H -0.36701 3.45629 2.21968 0.531
H -3.37413 4.29513 0.72564 0.512
C 1.09229 5.15757 -1.05494 -0.493
Br 1.69385 3.46473 -0.34070 0.074
Br 2.50399 5.92645 -2.08124 0.136
Br -0.52658 5.00904 -2.09136 0.081
H 0.87463 5.80325 -0.21595 0.239
C 4.33815 2.83443 -3.15069 -0.517
Br 4.63009 1.18561 -2.19546 0.070
Br 5.87256 3.36157 -4.16224 0.136
Br 2.75638 2.72532 -4.24486 0.072
H 4.15868 3.59894 -2.40667 0.234
C 6.42579 2.95835 0.64977 -0.506
Br 5.45416 2.11943 2.08288 0.086
Br 5.54939 4.57351 0.06912 0.073
Br 8.25776 3.27480 1.11118 0.122
H 6.41250 2.27529 -0.18637 0.226
C 1.98965 -7.40630 1.12660 -0.501
Br 0.52918 -8.65079 1.13355 0.110
Br 2.27783 -6.66598 -0.62749 0.084
Br 1.73736 -6.02109 2.43861 0.085
H 2.88298 -7.94909 1.39870 0.232
C -0.30312 -1.27301 3.73373 -0.500
Br 0.40967 -2.96479 4.31632 0.094
Br -2.19671 -1.14654 4.02278 0.129
Br 0.65208 0.20388 4.50877 0.098
H -0.15493 -1.21672 2.66492 0.203
```

HOMO energy   -11.44 eV
Spin multiplicity   1
Energy relative to the best compared isomer or geometry (same formula, charge and spin)   0.00 kcal per mole
Energy   -1096758.586 eV
Total charge   +1
Kohn-Sham gap   7.59 eV
Max |F|   0.0417 hartree/bohr
Lowest unoccupied orbital energy   -0.1415 Ha